{"formula": "CH2NP", "method": "the ωB97M-V functional and the def2-TZVPD basis", "smiles": "N#CP", "spin_multiplicity": 1, "fmax_ev_per_a": 1.9, "e_above_lowest_kcal_mol": 0.0, "e_lumo_ha": 0.029, "homo_lumo_gap_ev": 11.43, "elements": ["P", "N", "H", "H", "C"], "positions_angstrom": [[0.60, -0.80, -0.01], [-0.51, 1.81, 0.74], [-0.61, -1.40, 0.13], [0.53, -0.43, -1.34], [-0.01, 0.81, 0.49]]}